Record 1
{"formula": "C21H28N2O5S", "method": "ωB97M-V/def2-TZVPD", "symbols": ["C", "H", "O", "C", "C", "N", "C", "C", "C", "C", "C", "H", "H", "H", "H", "C", "O", "C", "H", "H", "O", "C", "O", "C", "C", "N", "C", "O", "C", "H", "H", "H", "H", "S", "C", "C", "C", "H", "H", "H", "C", "H", "H", "H", "C", "H", "H", "H", "C", "H", "H", "H", "H", "H", "H", "H", "H"], "xyz": [[-5.2805, 3.9553, 0.7060], [-5.5835, 4.8720, 0.2051], [-5.0042, 3.0197, -0.3042], [-4.5910, 1.7691, 0.1952], [-4.3674, 0.8476, -1.0163], [-3.2740, -0.0795, -0.8094], [-3.2155, -1.1222, 0.0587], [-1.9694, -1.7334, -0.0786], [-1.2704, -1.0087, -1.0846], [-2.0867, -0.0088, -1.5138], [-1.8085, 1.0163, -2.5565], [-0.8000, 0.8634, -2.9312], [-2.5002, 0.9329, -3.3955], [-1.8732, 2.0269, -2.1528], [-0.2950, -1.2202, -1.4716], [-1.4974, -2.8718, 0.6727], [-2.1989, -3.5891, 1.3618], [0.0061, -3.1588, 0.5725], [0.2483, -3.9892, 1.2431], [0.2780, -3.4242, -0.4559], [0.7493, -2.0206, 0.9866], [1.6884, -1.5414, 0.1712], [1.9580, -2.0557, -0.9079], [2.3546, -0.3522, 0.6758], [3.3601, 0.2443, -0.0668], [3.8122, -0.1849, -1.2860], [4.8013, 0.4692, -1.9577], [5.3216, 1.4634, -1.4946], [5.1559, -0.1538, -3.2814], [4.2793, -0.1817, -3.9249], [5.5041, -1.1729, -3.1285], [5.9383, 0.4289, -3.7582], [3.3420, -1.0249, -1.6297], [4.0237, 1.6292, 0.6926], [2.9366, 1.4237, 2.0469], [2.1161, 0.3493, 1.9046], [1.0853, -0.0507, 2.9077], [1.2972, -1.0468, 3.2909], [1.0683, 0.6506, 3.7367], [0.1008, -0.0817, 2.4449], [3.0050, 2.3921, 3.1786], [3.7761, 3.1320, 2.9819], [2.0544, 2.9094, 3.3077], [3.2450, 1.8825, 4.1116], [-4.2928, -1.5213, 0.9977], [-3.8555, -2.1291, 1.7861], [-5.0323, -2.1416, 0.4903], [-4.7922, -0.6619, 1.4365], [-5.6544, 0.1535, -1.4566], [-6.0827, -0.4457, -0.6599], [-6.3766, 0.9114, -1.7473], [-5.4572, -0.4901, -2.3107], [-4.0612, 1.5163, -1.8254], [-5.3592, 1.3697, 0.8736], [-3.6524, 1.8772, 0.7629], [-4.3934, 4.1497, 1.3213], [-6.0919, 3.6092, 1.3582]], "de_lowest_kcal_mol": 7.3, "multiplicity": 1, "smiles": "COC[C@H](C)n1c(C)cc(C(=O)COC(=O)c2c(NC(C)=O)sc(C)c2C)c1C", "total_charge": 0, "mol_weight_g_mol": 420.53, "lumo_energy_ev": 0.5492, "homo_ev": -7.90}



Record 2
{"formula": "C21H28N7O4S2Y", "method": "ωB97M-V/def2-TZVPD", "symbols": ["Y", "C", "S", "C", "S", "N", "N", "C", "C", "C", "C", "C", "C", "N", "H", "H", "H", "H", "H", "H", "H", "H", "O", "C", "O", "C", "C", "C", "C", "C", "N", "C", "O", "O", "H", "H", "H", "H", "N", "C", "C", "C", "N", "C", "C", "N", "C", "H", "H", "H", "H", "H", "H", "H", "H", "H", "H", "H", "H", "H", "H", "H", "H"], "xyz": [[-0.2419, 0.1430, 0.5422], [-4.4433, 0.8131, 4.1661], [-2.7633, 0.5055, 4.7436], [-1.7598, 0.8102, 3.3610], [-2.4311, 1.1454, 1.7808], [-0.4921, 0.7629, 3.6806], [0.3641, 0.9166, 2.6222], [1.5394, 1.3436, 2.8793], [2.4234, 1.6686, 1.7506], [3.6978, 2.1633, 1.9641], [4.4600, 2.5525, 0.8724], [3.9192, 2.4319, -0.3963], [2.6400, 1.9150, -0.5206], [1.8928, 1.5417, 0.5164], [-5.0281, 0.9664, 5.0707], [-4.8342, -0.0357, 3.6124], [-4.4742, 1.7130, 3.5592], [1.8381, 1.5605, 3.9021], [4.0779, 2.2500, 2.9731], [5.4573, 2.9472, 1.0111], [4.4741, 2.7266, -1.2750], [2.1982, 1.7823, -1.5008], [-0.4000, -2.8859, 3.9380], [-0.2557, -2.3148, 2.7697], [-1.1288, -1.7181, 2.1642], [1.1057, -2.4591, 2.1654], [2.1431, -3.2264, 2.6548], [3.3047, -3.3098, 1.8882], [3.3673, -2.6664, 0.6607], [2.2691, -1.9207, 0.2602], [1.1835, -1.7971, 1.0129], [2.1467, -1.2680, -1.0957], [2.9671, -1.4319, -1.9667], [1.0379, -0.5811, -1.2284], [-1.2996, -2.7250, 4.2797], [2.0427, -3.7496, 3.5952], [4.1418, -3.8991, 2.2373], [4.2269, -2.7407, 0.0093], [0.3948, -0.0535, -4.1442], [-1.0919, 0.0484, -4.1837], [-1.7998, -1.1175, -3.4460], [-2.5253, -0.8700, -2.0929], [-1.7978, -1.2393, -0.8280], [-3.0436, 0.5607, -1.9527], [-2.0499, 1.6585, -2.3181], [-1.0124, 1.8219, -1.2302], [-1.5632, 1.4384, -3.7570], [0.7195, -0.8713, -4.6637], [0.7892, -0.1873, -3.1407], [0.8291, 0.7558, -4.5864], [-1.3101, -0.0553, -5.2452], [-1.1095, -1.9606, -3.3489], [-2.5779, -1.4632, -4.1262], [-3.3995, -1.5214, -2.1414], [-1.4179, -2.1796, -0.9258], [-2.5206, -1.3309, -0.1098], [-3.4073, 0.7112, -0.9321], [-3.9133, 0.6786, -2.6027], [-2.6060, 2.5969, -2.3630], [-1.4478, 2.4092, -0.5147], [-0.2505, 2.3937, -1.5908], [-0.8188, 2.1899, -4.0419], [-2.4366, 1.6568, -4.3740]], "de_lowest_kcal_mol": 11.4, "multiplicity": 1, "total_charge": 2, "mol_weight_g_mol": 595.54, "lumo_energy_ev": -5.9699, "homo_ev": -13.06}



Record 3
{"formula": "C21H28N9O3Pb", "method": "ωB97M-V/def2-TZVPD", "symbols": ["Pb", "O", "N", "N", "O", "C", "C", "C", "C", "C", "C", "H", "H", "H", "H", "H", "C", "N", "C", "C", "N", "N", "C", "N", "N", "H", "H", "H", "H", "H", "H", "H", "H", "H", "H", "H", "C", "N", "N", "C", "O", "C", "C", "C", "C", "C", "C", "C", "C", "C", "H", "H", "H", "H", "H", "H", "H", "H", "H", "H", "H", "H"], "xyz": [[-0.8650, 0.9106, 0.0865], [1.4726, 0.7787, 0.3686], [2.1049, 1.7346, 0.9509], [1.4345, 2.7524, 1.2745], [0.1524, 2.9326, 1.0437], [2.1310, 3.7951, 1.9772], [2.9323, 3.4675, 3.0600], [3.5677, 4.4807, 3.7592], [3.4039, 5.8032, 3.3734], [2.5995, 6.1165, 2.2866], [1.9523, 5.1111, 1.5879], [3.0398, 2.4303, 3.3455], [4.1854, 4.2429, 4.6147], [3.8942, 6.5953, 3.9232], [2.4735, 7.1460, 1.9797], [1.3014, 5.3423, 0.7554], [-0.9029, 3.9226, -5.0489], [-0.8594, 3.9178, -3.5919], [-0.4039, 5.1278, -2.9215], [-0.9967, 2.7755, -2.8727], [-0.8473, 2.6645, -1.6017], [-1.3679, 1.6630, -3.6242], [-1.3245, 0.3290, -3.2640], [-1.7672, -0.5024, -4.2482], [-0.8761, -0.0794, -2.1341], [-0.6548, 4.9172, -5.4033], [-1.9053, 3.6932, -5.4218], [-0.1751, 3.2333, -5.4850], [-0.6686, 5.9914, -3.5242], [0.6788, 5.1168, -2.7695], [-0.8988, 5.2451, -1.9591], [-0.5390, 3.4932, -1.1094], [-1.5995, 1.8376, -4.5852], [-2.2750, -0.1614, -5.0443], [-1.8535, -1.4799, -4.0398], [-0.8800, -1.0868, -2.0135], [0.7112, -5.7096, 2.1737], [0.6566, -4.5917, 1.2511], [-0.4371, -3.7483, 1.2083], [-0.0816, -2.5629, 0.5931], [-0.9128, -1.6593, 0.3493], [1.3093, -2.6852, 0.3105], [1.7163, -3.9165, 0.7455], [3.0631, -4.5471, 0.7217], [-1.7580, -4.1774, 1.4904], [-2.2583, -5.3475, 0.9321], [-3.5625, -5.7302, 1.2034], [-4.3657, -4.9407, 2.0137], [-3.8652, -3.7660, 2.5560], [-2.5582, -3.3839, 2.3021], [-0.2414, -5.7968, 2.6872], [1.4929, -5.5591, 2.9189], [0.8995, -6.6424, 1.6425], [1.9115, -1.9139, -0.1399], [3.7278, -3.9674, 0.0871], [3.0004, -5.5640, 0.3341], [3.4970, -4.5912, 1.7225], [-1.6348, -5.9519, 0.2842], [-3.9543, -6.6404, 0.7697], [-5.3831, -5.2450, 2.2214], [-4.4905, -3.1472, 3.1855], [-2.1459, -2.4721, 2.7111]], "multiplicity": 1, "total_charge": 1, "mol_weight_g_mol": 661.72, "lumo_energy_ev": -1.9802, "homo_ev": -10.52}



Record 4
{"formula": "C21H28O3", "method": "ωB97M-V/def2-TZVPD", "symbols": ["C", "C", "C", "C", "C", "C", "C", "C", "H", "H", "H", "C", "C", "C", "O", "H", "H", "H", "O", "C", "O", "C", "H", "C", "C", "C", "C", "C", "H", "H", "H", "C", "H", "H", "H", "H", "H", "C", "H", "H", "H", "C", "H", "H", "H", "H", "H", "H", "H", "H", "H", "H"], "xyz": [[-6.1045, 1.8701, -1.9698], [-5.8710, 2.4152, -0.7811], [-4.9910, 1.8799, 0.2435], [-4.5631, 0.6211, 0.3219], [-3.6624, 0.1031, 1.3968], [-2.5226, -0.6987, 0.8451], [-1.6363, -0.3636, -0.1055], [-1.5018, 0.9142, -0.8465], [-0.6341, 1.4625, -0.4754], [-2.3876, 1.5314, -0.7261], [-1.3304, 0.7163, -1.9039], [-0.6838, -1.5011, -0.3997], [-0.9993, -2.5572, 0.6581], [-2.2662, -2.0612, 1.3367], [-2.9318, -2.6789, 2.1323], [-1.1357, -3.5582, 0.2521], [-0.1986, -2.5990, 1.3982], [-0.8555, -1.8694, -1.4218], [0.6785, -1.0820, -0.3194], [1.3148, -0.8286, -1.4791], [0.7837, -0.9404, -2.5586], [2.7041, -0.3733, -1.3011], [3.0892, 0.0510, -2.2212], [3.7341, -1.0694, -0.4257], [3.1728, 0.2562, 0.0058], [3.9462, 1.5065, -0.0299], [3.9584, 2.4258, 0.9329], [4.7760, 3.6750, 0.8100], [5.3157, 3.7055, -0.1328], [5.4957, 3.7345, 1.6264], [4.1324, 4.5525, 0.8724], [3.1724, 2.2921, 2.2081], [3.4646, 1.3948, 2.7515], [3.3408, 3.1518, 2.8510], [2.1047, 2.2253, 2.0011], [4.5378, 1.6725, -0.9193], [2.4478, 0.1995, 0.8075], [3.3445, -2.3020, 0.3560], [2.3538, -2.1990, 0.7865], [4.0579, -2.4637, 1.1629], [3.3545, -3.1799, -0.2890], [5.1411, -1.1543, -0.9734], [5.2621, -2.0729, -1.5452], [5.8583, -1.1640, -0.1540], [5.3750, -0.3159, -1.6220], [-3.2822, 0.9318, 2.0004], [-4.2273, -0.5659, 2.0558], [-4.8774, -0.1117, -0.4078], [-4.6884, 2.5852, 1.0090], [-6.3473, 3.3547, -0.5290], [-6.7718, 2.3286, -2.6789], [-5.6346, 0.9533, -2.2825]], "de_lowest_kcal_mol": 5.1, "multiplicity": 1, "smiles": "C=C/C=C/CC1=C(C)[C@@H](OC(=O)[C@H]2[C@H](C=C(C)C)C2(C)C)CC1=O", "total_charge": 0, "mol_weight_g_mol": 328.45, "lumo_energy_ev": 0.5986, "homo_ev": -8.70}



Number 1: total energy -1700.95368 Eh, HOMO-LUMO gap 8.45 eV. Number 2: total energy -2335.75164 Eh, HOMO-LUMO gap 7.09 eV. Number 3: total energy -1728.16818 Eh, HOMO-LUMO gap 8.54 eV. Number 4: total energy -1042.66176 Eh, HOMO-LUMO gap 9.30 eV.